Entry 1:
Formula: C34H102O34
Source: the Open Molecules 2025 dataset
Level of theory: wB97M-V/def2-TZVPD

XYZ file:
```
170
Properties=species:S:1:pos:R:3:forces:R:3
C -4.107241 5.223703 3.378091 0.6 0.3 -0.7
C -3.639546 4.240583 2.240289 0.5 1.9 2.5
O -2.534502 3.459695 2.792352 -1.4 0.4 -1.0
O -4.422791 4.495161 4.516198 -1.0 -0.8 0.6
H -4.958964 5.785869 2.995170 -0.5 -0.4 0.1
H -3.473539 6.009609 3.789052 1.1 0.1 -1.1
H -3.286347 4.809196 1.380045 -0.2 -0.2 -0.2
H -4.577932 3.707409 2.087732 0.4 -0.7 -0.6
H -2.232382 3.011003 1.999252 0.8 -0.4 0.1
H -3.687489 3.895634 4.662821 0.1 -0.2 0.1
C -4.131273 2.874979 -2.774152 0.3 1.7 -3.0
C -2.603870 3.033268 -2.916912 0.2 -0.9 1.0
O -2.153184 3.552441 -4.157370 -0.4 -0.2 -0.1
O -4.583564 2.874323 -1.500225 -0.3 -0.4 2.7
H -4.573718 2.071727 -3.363334 0.5 -0.4 -0.1
H -4.538214 3.773891 -3.237239 -0.1 0.3 -0.4
H -2.165859 2.054855 -2.719500 0.3 -0.4 -0.2
H -2.188841 3.654508 -2.123247 -0.6 0.2 0.3
H -1.399896 4.107076 -3.941659 0.0 0.2 -0.2
H -5.115172 2.094280 -1.325528 0.1 0.0 0.1
C 1.225532 -2.221353 3.348713 1.1 -1.6 -2.7
C 1.777604 -3.140885 2.107057 -1.6 -0.8 1.6
O 3.187235 -3.421488 2.073455 -1.5 0.6 0.4
O 1.759081 -0.958446 3.071746 0.3 0.8 0.6
H 1.504577 -2.594580 4.334072 0.5 -0.2 -0.1
H 0.139940 -2.125806 3.370185 -0.3 -0.5 -0.4
H 1.296957 -2.870079 1.166988 0.8 1.4 -0.3
H 1.220113 -4.077492 2.098026 0.3 -0.7 1.0
H 3.532354 -2.993644 1.286404 0.3 0.3 -0.3
H 1.507802 -0.468046 3.857863 0.4 1.0 0.1
C 2.932726 0.958565 -4.565208 0.0 0.0 1.4
C 1.994927 1.439220 -3.408821 -1.8 -0.6 -1.1
O 1.458630 2.762687 -3.577596 1.0 0.9 0.0
O 2.377585 0.941199 -5.851367 -0.6 0.7 0.2
H 3.218222 -0.085693 -4.438187 0.2 0.1 0.6
H 3.804815 1.608640 -4.494803 0.4 0.0 -0.3
H 2.399864 1.430608 -2.396873 0.5 -0.1 -0.2
H 1.081559 0.845286 -3.375762 0.2 -0.8 0.0
H 0.742599 2.835407 -4.212893 0.0 -0.5 -0.1
H 2.084019 1.843542 -5.997008 -0.1 0.2 -0.5
C 4.775035 -1.846756 -1.441205 -0.5 0.5 2.5
C 6.181974 -1.970985 -0.815661 0.1 0.7 -1.3
O 6.637885 -0.865089 -0.065553 -0.4 -0.1 -0.6
O 3.717233 -1.962207 -0.406114 0.4 -0.6 -0.5
H 4.559181 -2.613740 -2.184997 0.2 0.2 -0.1
H 4.640216 -0.819417 -1.779576 0.4 -0.2 -0.8
H 6.800982 -1.922398 -1.711529 0.4 -0.4 -0.1
H 6.392968 -2.919378 -0.321574 -0.4 -0.1 0.2
H 5.961763 -0.568810 0.548199 -0.2 -0.2 0.5
H 3.401766 -1.082293 -0.187432 0.1 0.0 0.1
C 0.168680 5.326262 -1.732574 1.0 -1.6 0.0
C -0.985867 6.266464 -1.824784 1.4 2.1 1.4
O -0.364152 7.616066 -1.561857 -1.3 -1.2 -1.5
O 1.435124 5.681032 -2.263321 -1.0 1.1 -0.2
H -0.147035 4.421238 -2.251571 -0.1 -0.6 0.4
H 0.345344 5.127117 -0.675579 -0.2 -0.3 0.2
H -1.689799 6.001474 -1.035889 0.1 0.1 0.3
H -1.581979 6.111779 -2.724130 0.4 1.2 -0.6
H -0.503761 7.966038 -0.678886 -0.5 -0.5 0.1
H 1.850811 4.931362 -2.695527 0.0 -0.1 0.1
C -4.372659 -0.558369 -1.333738 0.5 -0.2 -0.2
C -3.741740 -1.802176 -2.042727 0.0 1.1 0.4
O -3.251459 -2.768348 -1.093247 -0.6 0.7 -1.4
O -5.786810 -0.528462 -1.333748 0.0 -0.1 -0.2
H -4.032300 0.373560 -1.785123 -0.1 -0.2 -0.4
H -4.014419 -0.480293 -0.307253 0.2 -0.4 0.2
H -2.968288 -1.421656 -2.709867 0.6 -0.1 0.3
H -4.428298 -2.237056 -2.769096 -0.4 -0.4 0.5
H -2.412320 -2.419563 -0.783733 0.6 0.2 0.4
H -6.048465 -1.401739 -1.032858 -0.4 0.0 0.1
C -0.533969 -5.019065 -0.769349 1.7 -0.5 -0.2
C 0.143396 -4.105845 -1.910049 -1.1 0.7 1.7
O 0.965238 -3.072888 -1.361304 0.8 -0.6 0.5
O 0.432364 -5.669455 0.087428 0.9 0.6 -0.4
H -1.071021 -5.885643 -1.154997 -0.8 0.8 -0.6
H -1.095324 -4.397347 -0.071895 -0.5 0.3 -0.7
H -0.641710 -3.440123 -2.268554 -0.6 -0.9 -0.8
H 0.757747 -4.520649 -2.709168 -0.7 -0.9 0.0
H 1.788198 -3.508928 -1.128470 0.5 0.4 0.4
H 0.064373 -6.496900 0.406065 -0.1 0.0 0.0
C 3.880564 2.473821 1.783098 2.7 -0.1 -1.9
C 2.986110 1.725688 0.763773 1.8 -0.8 1.8
O 2.379157 2.520648 -0.165650 -1.5 1.3 -1.2
O 5.321646 2.670009 1.338241 -1.7 -0.9 0.3
H 3.992675 1.851773 2.671123 -0.3 0.6 0.1
H 3.626968 3.529666 1.877848 -1.1 -0.4 0.9
H 2.321666 1.166902 1.422842 -0.8 0.0 -0.4
H 3.541792 0.993171 0.178315 0.6 -0.3 0.5
H 2.757848 3.402005 -0.127976 -0.1 0.3 -0.1
H 5.253940 3.159739 0.515336 0.3 0.1 -0.2
C -2.989408 -6.141677 4.168096 -1.4 -0.5 -1.0
C -3.027733 -7.480237 4.826907 -0.7 -1.8 1.7
O -1.857644 -7.647216 5.550471 3.0 0.5 0.6
O -2.409341 -6.300919 2.868198 0.7 0.3 0.4
H -2.537412 -5.439665 4.868795 0.5 0.1 -0.4
H -3.999204 -5.794361 3.949524 -0.4 0.1 0.6
H -3.117708 -8.382572 4.222085 -0.3 0.5 -1.1
H -3.803800 -7.624032 5.578658 -0.9 0.8 -0.3
H -1.844039 -8.177529 6.350584 -0.8 -0.1 -0.3
H -2.191590 -5.420941 2.552273 0.1 0.1 -0.3
C 7.101171 -1.315549 3.649875 0.3 -0.8 -0.5
C 6.020449 -0.303674 3.323762 0.4 0.6 -0.6
O 5.128462 -0.635060 2.243986 0.1 -0.4 0.5
O 8.226710 -1.264193 2.727549 -1.1 0.0 0.7
H 6.671252 -2.317105 3.637813 -0.3 -0.2 -0.3
H 7.509711 -1.248576 4.658196 -0.3 0.8 0.3
H 6.507757 0.602134 2.963018 0.1 0.3 0.5
H 5.391413 -0.105266 4.191549 0.3 0.1 0.3
H 4.296683 -0.849477 2.672662 -0.4 -0.4 -0.3
H 8.780300 -1.971022 3.067444 0.4 0.0 -0.3
C -0.558995 -0.299051 0.568965 1.1 -0.4 0.7
C -1.328119 1.017721 0.436755 0.2 -0.8 -1.8
O -0.578432 2.222505 0.696095 -1.1 -1.0 1.3
O -0.733576 -1.295064 -0.451544 -1.1 1.4 0.1
H -0.843822 -0.772646 1.508482 -0.1 0.0 0.1
H 0.463720 0.027179 0.757978 0.5 -0.5 -0.5
H -2.170726 0.741948 1.070833 -0.4 1.9 0.3
H -1.636604 1.125090 -0.603157 -0.6 -0.4 -0.1
H 0.156292 2.260752 0.079391 0.4 0.0 -0.2
H 0.079523 -1.737736 -0.705548 0.7 -0.2 0.1
C 1.966907 -4.677129 -6.338076 0.8 0.3 -0.5
C 2.589249 -3.306458 -5.840300 -1.2 -1.5 -1.4
O 2.761847 -2.369189 -6.915752 0.0 -0.3 1.4
O 2.387745 -4.890371 -7.688510 -0.3 -0.8 0.8
H 0.895988 -4.872992 -6.284669 -0.4 1.2 -0.4
H 2.258293 -5.466231 -5.644886 0.8 -0.2 0.0
H 3.596465 -3.532922 -5.490542 -0.1 0.3 0.2
H 1.896806 -3.084497 -5.028288 0.3 1.1 0.3
H 1.924586 -2.044679 -7.255278 -0.2 -0.1 0.1
H 3.292630 -5.202824 -7.616739 0.2 0.0 -0.4
C 1.424286 3.047344 4.422098 0.1 -0.4 1.3
C 1.142703 2.077678 5.589798 -0.6 -0.4 -0.8
O 1.933526 0.872130 5.512901 0.5 0.5 -0.3
O 2.783416 3.510183 4.553427 -1.0 0.2 -0.4
H 0.696904 3.847074 4.561621 0.4 0.5 0.3
H 1.149663 2.719438 3.419522 0.6 -0.7 -0.1
H 0.119452 1.703043 5.616593 -0.4 0.6 -0.2
H 1.328165 2.645385 6.501611 0.2 -0.1 0.1
H 1.921444 0.452556 6.376273 0.0 0.0 0.1
H 3.264485 2.846981 5.053756 0.1 -0.2 -0.1
C -8.164108 3.010466 3.325471 1.6 -1.3 -2.5
C -8.230763 2.314695 1.893167 -2.7 0.8 2.0
O -7.089220 2.531777 1.151354 0.9 0.6 -0.6
O -6.928611 2.569686 3.799893 0.7 -0.7 1.5
H -8.978058 2.642887 3.950353 0.0 0.3 0.0
H -8.032705 4.090044 3.252483 -1.1 0.3 -0.2
H -9.125084 2.749426 1.446726 -0.1 0.0 -0.6
H -8.382204 1.239591 1.989625 -0.2 -0.1 0.5
H -7.326116 2.268698 0.259017 0.4 0.1 -0.2
H -6.348987 2.556209 3.034734 0.4 0.0 0.1
C 4.667294 6.201883 -3.876198 -0.1 -1.9 -3.3
C 4.299703 4.678910 -3.944822 0.3 -0.4 2.1
O 3.780298 4.329673 -2.653619 0.5 0.2 1.0
O 3.552407 6.948944 -4.245138 -1.3 1.4 1.1
H 5.315956 6.363447 -4.737142 1.0 -0.3 0.2
H 5.229354 6.536356 -3.004243 -0.8 -0.2 0.3
H 5.181516 4.066000 -4.131490 0.4 0.1 -0.1
H 3.520883 4.287975 -4.599574 0.1 1.1 -1.0
H 3.252893 3.527608 -2.641833 0.1 -0.1 -0.5
H 3.413740 6.903946 -5.194004 0.2 -0.1 0.1
C -5.196163 -6.934424 0.369593 -0.6 -1.4 0.0
C -5.237869 -5.652167 -0.452879 1.2 -1.4 -0.5
O -4.152719 -4.921098 0.049452 -0.4 1.1 1.3
O -5.501114 -6.796262 1.790564 0.3 0.2 -1.8
H -4.232576 -7.424816 0.231305 0.6 0.6 0.3
H -5.798448 -7.754910 -0.020473 -0.9 0.4 0.0
H -6.235407 -5.231988 -0.581179 -0.1 0.7 0.9
H -4.870889 -5.753917 -1.474194 -0.7 -1.4 -0.6
H -3.981352 -4.216542 -0.579704 0.4 0.5 0.2
H -4.724584 -6.327469 2.104972 0.2 0.1 0.4
```
Positions in Å, forces in eV/Å.

The energy is -3914.225406 Eh.

---

Entry 2:
Formula: C34H22Cl5I2N5OSn
Source: the Open Molecules 2025 dataset
Level of theory: wB97M-V/def2-TZVPD

XYZ file:
```
70
Properties=species:S:1:pos:R:3:forces:R:3
Sn -0.370729 0.418533 -0.242548 -0.1 -0.2 0.2
C 3.688506 -1.680426 0.622557 0.0 0.1 0.0
C 3.751750 -2.767433 -0.229566 0.0 0.0 0.0
C 2.669875 -3.052417 -1.043835 0.1 -0.1 0.0
C 1.535805 -2.258816 -0.966703 -0.1 0.0 0.1
N 1.474716 -1.221298 -0.132125 0.3 0.0 0.1
C 2.529744 -0.924176 0.624738 -0.1 -0.1 -0.2
C 0.331912 -2.511642 -1.806167 0.0 0.0 0.0
C 0.199432 -3.677156 -2.552252 0.0 -0.1 0.0
C -0.918169 -3.837469 -3.344334 0.0 0.0 0.0
C -1.881783 -2.845002 -3.363957 0.0 -0.1 -0.1
C -1.703708 -1.729499 -2.561609 -0.1 0.1 0.1
N -0.614941 -1.574697 -1.806703 0.2 -0.1 0.0
C -2.715206 -0.633169 -2.487897 0.0 0.0 0.0
C -3.965015 -0.703559 -3.092657 0.0 -0.1 0.0
C -4.816552 0.385056 -2.996245 0.0 0.0 0.0
C -4.412617 1.507459 -2.290982 0.0 0.0 -0.1
C -3.168720 1.476109 -1.685657 0.0 -0.1 -0.1
N -2.348933 0.435176 -1.782926 -0.5 0.1 -0.6
H 4.518623 -1.406580 1.258623 0.0 0.0 0.0
H 4.645128 -3.377541 -0.280691 0.0 0.0 0.0
H 2.731729 -3.874762 -1.740843 0.0 0.0 0.0
H 2.437893 -0.043560 1.249782 0.0 0.0 0.1
H 0.944292 -4.456317 -2.503104 0.0 0.0 0.0
H -1.043129 -4.732618 -3.939586 0.0 0.0 0.0
H -2.750259 -2.947323 -3.996368 0.0 0.0 0.0
H -4.293189 -1.594381 -3.609648 0.1 0.0 0.0
H -5.793459 0.347401 -3.461611 0.0 0.0 0.0
H -5.047237 2.379412 -2.201709 0.0 -0.1 0.0
H -2.814827 2.307746 -1.083383 0.0 0.0 -0.1
I 6.139304 4.841533 -1.360366 -0.1 -0.1 0.0
C 4.460964 3.601675 -1.528310 0.1 0.1 0.0
C 4.563247 2.382324 -2.181645 -0.1 0.0 0.1
C 3.438057 1.584719 -2.280450 -0.2 -0.1 -0.1
I 3.575156 -0.233033 -3.309784 0.0 0.1 0.0
C 2.165189 1.941029 -1.753744 0.2 -0.2 0.3
O 1.136195 1.165494 -1.839856 0.1 0.1 -0.4
C 2.117634 3.200629 -1.092447 0.0 0.0 0.2
C 0.811428 3.680823 -0.521376 0.0 0.0 0.0
N 0.318500 2.902093 0.635021 0.4 0.5 -0.1
C 1.146313 2.920010 1.825509 0.0 0.0 0.0
C 0.850460 1.766141 2.765255 0.0 0.1 0.2
C 1.477556 1.734006 4.012065 0.1 0.1 -0.1
C 1.194998 0.702909 4.884146 0.0 -0.1 0.1
C 0.270924 -0.263802 4.506341 0.2 0.2 0.0
C -0.312444 -0.150370 3.259726 0.3 0.0 0.5
N -0.024426 0.833046 2.396461 0.3 0.0 0.5
C 3.246628 4.003415 -0.996275 -0.1 0.0 0.0
H 5.503773 2.055733 -2.603800 0.0 0.0 0.0
H 0.912059 4.745752 -0.280087 0.0 0.0 0.0
H 0.039524 3.587035 -1.292536 0.0 0.0 0.0
H -0.603749 3.247862 0.869208 -0.1 -0.2 0.0
H 2.193019 2.866908 1.524416 0.1 0.0 -0.1
H 1.037555 3.847265 2.404844 0.1 0.1 0.0
H 2.172451 2.521530 4.283745 0.0 -0.1 0.0
H 1.677695 0.656056 5.852779 0.0 0.0 0.0
H 0.006739 -1.082917 5.163250 0.0 0.0 0.0
H -1.048868 -0.873628 2.918917 0.8 0.5 0.7
H 3.165932 4.966835 -0.502966 0.0 -0.1 0.0
Cl -3.128114 1.270261 1.410046 0.2 -0.1 0.2
C -2.957547 -0.451035 1.802757 -0.2 -0.5 -0.3
C -1.869959 -1.186880 1.322661 -1.3 0.0 -0.8
C -1.877913 -2.511109 1.729928 -0.3 -0.2 -0.2
Cl -0.526322 -3.544030 1.277578 0.0 0.0 0.0
C -2.876307 -3.099331 2.514032 0.1 0.0 0.0
Cl -2.829891 -4.771781 2.952125 0.1 0.1 0.0
C -3.937207 -2.315985 2.957976 0.1 0.0 0.1
Cl -5.181632 -2.994276 3.936139 0.0 0.0 0.0
C -3.973956 -0.970437 2.608188 0.1 0.3 -0.1
Cl -5.273902 0.016478 3.177923 0.0 0.0 0.0
```
Positions in Å, forces in eV/Å.

The energy is -4768.522122 Eh.

---

Which ΔE to the lowest compared entry with this formula, charge and spin belongs to each record? In order, 200.2, 30.0 kcal/mol.
Which LUMO belongs to each record? In order, 0.04, -0.57 eV.
Which strongest force on any atom belongs to each record? In order, 3.85, 1.55 eV/Å.